No. 1
The following is a quantum chemistry calculation of a 11-piece molecular cluster, C24H58Cl15O22P5S overall, from the OMol25 dataset.

Cartesian coordinates (Å):
1 C 0.232 3.189 5.961
2 O 1.556 2.602 5.828
3 P 1.458 1.156 5.224
4 O 0.907 1.128 3.882
5 O 2.866 0.558 5.515
6 C 3.543 -0.377 4.666
7 O 0.496 0.311 6.181
8 C 0.824 -0.609 7.233
9 H -0.431 2.323 6.023
10 H 0.010 3.672 5.030
11 H 0.148 3.931 6.749
12 H 4.591 -0.446 5.014
13 H 3.516 0.082 3.635
14 H 3.025 -1.306 4.681
15 H 1.883 -0.410 7.533
16 H 0.923 -1.578 6.810
17 H 0.034 -0.557 7.928
18 C 1.586 2.081 -5.096
19 O 1.010 0.805 -4.839
20 P 1.861 -0.422 -5.400
21 O 3.318 -0.434 -5.071
22 O 1.089 -1.640 -4.831
23 C 1.646 -2.592 -3.982
24 O 1.512 -0.330 -6.934
25 C 2.357 -1.088 -7.837
26 H 1.151 2.464 -6.041
27 H 2.656 2.060 -5.227
28 H 1.306 2.689 -4.302
29 H 1.459 -3.564 -4.357
30 H 1.247 -2.468 -3.015
31 H 2.708 -2.483 -3.996
32 H 1.881 -1.045 -8.836
33 H 2.536 -2.133 -7.526
34 H 3.295 -0.450 -7.917
35 C -0.656 -5.346 -0.711
36 O -2.052 -4.980 -0.568
37 P -2.381 -3.774 0.328
38 O -1.258 -2.900 0.687
39 O -3.415 -2.947 -0.481
40 C -4.730 -3.509 -0.851
41 O -3.184 -4.362 1.588
42 C -3.902 -3.599 2.473
43 H -0.240 -5.438 0.264
44 H -0.124 -4.618 -1.286
45 H -0.742 -6.344 -1.190
46 H -5.141 -4.003 0.038
47 H -4.537 -4.226 -1.566
48 H -5.307 -2.641 -1.124
49 H -4.319 -4.327 3.144
50 H -4.758 -3.109 1.965
51 H -3.263 -2.884 3.000
52 C -0.535 7.154 -0.478
53 O -0.817 6.909 0.901
54 P -1.325 5.590 1.473
55 O -1.868 5.689 2.833
56 O -2.354 5.026 0.405
57 C -2.736 3.665 0.546
58 O 0.047 4.745 1.418
59 C 0.272 3.700 2.383
60 H 0.169 7.948 -0.547
61 H -1.427 7.551 -0.978
62 H -0.140 6.252 -1.007
63 H -1.878 2.972 0.523
64 H -3.219 3.367 -0.376
65 H -3.355 3.522 1.442
66 H -0.604 3.516 2.987
67 H 1.157 3.934 2.965
68 H 0.420 2.867 1.749
69 C -2.727 1.602 -4.437
70 O -3.593 0.640 -3.975
71 P -3.362 0.020 -2.511
72 O -2.856 0.971 -1.535
73 O -4.789 -0.589 -2.359
74 C -5.934 0.218 -2.159
75 O -2.401 -1.168 -2.724
76 C -2.252 -2.163 -3.723
77 H -3.043 2.624 -4.067
78 H -2.813 1.450 -5.514
79 H -1.670 1.467 -4.240
80 H -5.743 0.950 -1.287
81 H -6.746 -0.513 -1.994
82 H -6.183 0.749 -3.078
83 H -3.230 -2.323 -4.157
84 H -1.894 -3.078 -3.267
85 H -1.615 -1.899 -4.548
86 O 3.421 0.638 0.712
87 S 2.514 -0.325 0.161
88 O 2.927 -1.727 0.253
89 C 0.830 -0.120 0.815
90 C 0.058 0.660 -0.334
91 C 0.572 0.042 -1.663
92 C 2.120 0.049 -1.601
93 H 0.980 0.409 1.805
94 H 0.303 -1.085 0.974
95 H -1.014 0.664 -0.169
96 H 0.323 1.710 -0.162
97 H 0.235 0.600 -2.464
98 H 0.021 -0.906 -1.781
99 H 2.429 1.078 -1.747
100 H 2.622 -0.627 -2.285
101 Cl -0.298 -2.093 3.871
102 C 0.182 -3.751 3.508
103 Cl -0.374 -4.760 4.783
104 Cl 1.979 -3.937 3.433
105 H -0.274 -3.997 2.510
106 Cl -4.170 0.444 1.968
107 C -3.867 1.091 3.551
108 Cl -4.588 2.595 3.940
109 Cl -2.042 1.189 3.610
110 H -4.172 0.430 4.312
111 Cl 6.942 -2.164 1.737
112 C 6.184 -0.606 1.379
113 Cl 6.550 -0.235 -0.298
114 Cl 6.677 0.643 2.532
115 H 5.080 -0.675 1.476
116 Cl 2.000 3.987 -1.390
117 C 3.451 3.570 -0.555
118 Cl 3.308 4.096 1.180
119 Cl 4.728 4.548 -1.369
120 H 3.703 2.489 -0.729
121 Cl 4.862 -3.638 -1.541
122 C 4.252 -4.622 -0.120
123 Cl 5.464 -5.891 0.241
124 Cl 2.688 -5.306 -0.394
125 H 4.243 -3.946 0.792

Computed properties:
- 2S+1: 1
- LUMO level: 0.2 eV
- Orbital gap: 10.102 eV



No. 2
The following is a quantum chemistry calculation of one molecule with the formula C6H10N2S2, from the OMol25 dataset.

Cartesian coordinates (Å):
1 C -0.818 -1.650 0.005
2 C -0.622 -0.133 0.000
3 C -1.254 0.470 -1.261
4 C -1.257 0.479 1.256
5 C 0.849 0.165 0.001
6 N 1.766 -0.746 0.001
7 C 3.018 -0.303 0.000
8 S 4.383 -1.171 0.000
9 S 2.997 1.538 0.000
10 N 1.309 1.436 0.000
11 H -1.879 -1.888 0.005
12 H -0.355 -2.093 -0.871
13 H -0.357 -2.087 0.885
14 H -2.312 0.222 -1.291
15 H -0.781 0.066 -2.153
16 H -1.159 1.554 -1.279
17 H -2.315 0.230 1.285
18 H -1.163 1.563 1.266
19 H -0.786 0.081 2.151
20 H 0.738 2.265 0.000

Computed properties:
- 2S+1: 1
- LUMO level: 0.2 eV
- Orbital gap: 8.325 eV



No. 3
The following is a quantum chemistry calculation of one molecule with the formula C4H11N3, from the OMol25 dataset.

Cartesian coordinates (Å):
1 N 0.281 1.623 -2.544
2 C 0.077 1.356 -1.148
3 C 0.484 0.256 -0.401
4 N 1.002 -0.962 -0.896
5 C 0.430 0.296 1.185
6 C -0.810 -0.339 1.686
7 N -0.927 -1.656 1.114
8 H 1.140 1.012 -2.774
9 H -0.456 1.459 -3.192
10 H -0.337 2.163 -0.481
11 H 1.225 -1.572 -0.128
12 H 1.763 -0.800 -1.516
13 H 0.439 1.336 1.550
14 H 1.297 -0.322 1.706
15 H -1.788 0.324 1.455
16 H -0.953 -0.348 2.769
17 H -1.050 -1.679 0.109
18 H -1.817 -2.146 1.506

Computed properties:
- 2S+1: 1
- LUMO level: 1.0 eV
- Orbital gap: 8.785 eV



No. 4
The following is a quantum chemistry calculation of a 2-piece molecular cluster, C2H3NO overall, from the OMol25 dataset.

Cartesian coordinates (Å):
1 C -1.464 0.954 1.232
2 C 0.778 -0.364 -0.685
3 N -0.363 -0.884 -0.298
4 O -2.387 0.945 1.843
5 H 1.540 -0.228 0.133
6 H 0.637 0.659 -0.889
7 H 1.258 -1.081 -1.337

Computed properties:
- 2S+1: 3
- LUMO level (spin up / spin down): 1.2 / 0.2 eV
- Orbital gap (spin up / spin down): 10.815 / 12.001 eV



No. 5
The following is a quantum chemistry calculation of one molecule with the formula C4H10N2O2, from the OMol25 dataset.

Cartesian coordinates (Å):
1 C -1.424 -0.368 -0.981
2 C -0.106 -0.664 -0.373
3 C -0.341 -1.598 0.765
4 N 0.524 0.551 0.158
5 C 1.879 1.347 -0.522
6 N -0.116 1.170 1.218
7 O 0.476 2.139 1.603
8 O -1.100 0.642 1.700
9 H -2.215 -0.001 -0.325
10 H -1.301 0.294 -1.791
11 H -1.734 -1.372 -1.333
12 H 0.654 -1.052 -1.232
13 H -1.398 -1.416 1.043
14 H 0.412 -1.584 1.534
15 H -0.376 -2.552 0.383
16 H 1.994 2.146 0.156
17 H 2.655 0.607 -0.574
18 H 1.515 1.714 -1.430

Computed properties:
- 2S+1: 1
- LUMO level: 0.8 eV
- Orbital gap: 10.433 eV



No. 6
The following is a quantum chemistry calculation of one molecule with the formula C5H7IN2, from the OMol25 dataset.

Cartesian coordinates (Å):
1 C 0.328 -1.953 0.042
2 C 0.949 -0.671 -0.539
3 I 2.988 -0.121 0.041
4 N 0.010 0.386 -0.222
5 C -0.402 0.771 1.044
6 C -1.320 1.780 0.858
7 N -1.368 2.147 -0.427
8 C -0.505 1.364 -1.052
9 H -0.125 -1.847 0.948
10 H 1.114 -2.844 0.223
11 H -0.461 -2.417 -0.662
12 H 0.955 -0.661 -1.556
13 H 0.053 0.328 1.861
14 H -1.951 2.343 1.485
15 H -0.264 1.395 -2.045

Computed properties:
- 2S+1: 1
- LUMO level: 0.0 eV
- Orbital gap: 8.854 eV



Respective energy values: -315999.52761, -31034.88520, -8795.09437, -5656.09104, -11380.39521, -16378.21468 eV.